No. 1
A structure of composition C3H10N3S at a distorted geometry, computed with ωB97M-V with the def2-TZVPD basis set.

The geometry in XYZ format:
```
17
Properties=species:S:1:pos:R:3:forces:R:3:nbo_charge:R:1
C 0.4555 -0.3618 -0.3537 -2.198 1.167 3.446 0.517
C -1.7611 0.5730 1.2770 -1.187 -0.661 -2.835 -0.668
C -0.5502 1.1311 0.5726 0.954 -2.268 -1.419 -0.283
N 0.0886 -1.5119 0.1549 -1.097 -1.313 0.507 -0.776
N 1.5155 -0.1289 -1.0465 -0.685 -3.374 0.490 -0.413
N 2.3819 -1.2538 -1.2489 1.478 1.563 0.931 -0.655
S -0.6764 2.4774 -0.5222 -2.231 0.334 -0.375 0.080
H -1.5236 -0.2614 1.8660 0.593 -0.811 1.466 0.217
H -2.5508 0.1427 0.5914 0.749 0.842 0.281 0.233
H -2.2340 1.3275 1.8618 -0.182 0.604 0.587 0.273
H 0.1389 1.3827 1.3379 1.253 -0.023 0.390 0.229
H -0.7771 -1.3872 0.7333 1.378 -1.018 -0.878 0.424
H 1.5837 0.8201 -1.1724 1.703 2.615 -1.505 0.420
H 0.5020 -2.4933 0.0307 -0.621 2.287 0.096 0.452
H 3.3761 -0.9811 -1.3658 -1.100 0.055 0.225 0.403
H 2.1132 -1.8121 -2.0174 -0.580 -0.215 -1.296 0.380
H -2.0821 2.3371 -0.6987 1.773 0.215 -0.110 0.166
```
Positions in Å, forces in eV/Å.

The total charge is +1. As for the relative energy (zero: lowest compared OMol25 entry of this formula, charge and spin): 308.8 kJ/mol. Its gap between HOMO and LUMO is 10.115 eV. As for the energy: -682.422883 Eh.

No. 2
A structure of composition C3H10N3Si at a distorted geometry, computed with ωB97M-V with the def2-TZVPD basis set.

The geometry in XYZ format:
```
17
Properties=species:S:1:pos:R:3:forces:R:3:nbo_charge:R:1
C -1.0774 -0.6924 1.5549 0.672 -2.781 2.318 -1.294
C 0.3240 1.8592 0.2728 -2.778 0.076 0.646 -1.154
C -1.3355 -0.3209 -1.6633 0.812 0.500 0.701 -1.124
N 3.4214 0.2704 -0.1367 0.170 -0.292 0.859 0.099
N 2.5232 -0.3905 -0.1333 2.610 1.374 -0.974 0.253
N 1.4460 -0.8785 -0.3797 -4.184 -0.486 0.156 -0.617
Si -0.6692 0.2755 0.0688 1.705 0.188 -1.486 1.876
H -0.1514 -1.0903 2.1888 -1.385 1.215 -1.617 0.307
H -1.7898 -0.5401 2.4044 0.321 0.968 -1.039 0.326
H -1.4810 -1.6537 1.1737 0.166 0.261 -0.137 0.275
H 1.3132 1.6145 0.1981 2.733 -0.855 0.042 0.245
H 0.2239 2.5741 -0.5310 -0.620 0.404 -0.009 0.281
H 0.1889 2.2820 1.2863 -0.143 0.059 -0.662 0.280
H -0.9622 0.3302 -2.5526 -0.967 -1.047 1.725 0.291
H -0.8890 -1.3461 -1.7717 -0.579 0.814 -0.018 0.261
H -2.4437 -0.4174 -1.5353 0.866 0.159 -0.632 0.274
H 1.3587 -1.8760 -0.4442 0.601 -0.555 0.128 0.421
```
Positions in Å, forces in eV/Å.

The total charge is +1. As for the relative energy (zero: lowest compared OMol25 entry of this formula, charge and spin): 186.8 kJ/mol. Its gap between HOMO and LUMO is 10.841 eV. As for the energy: -573.733106 Eh.